This record from OMol25 describes a 2-piece molecular cluster, C4H11NO2 overall. The level of theory is the ωB97M-V functional and the def2-TZVPD basis.

SMILES string: CN(C)CC=O.O
electronic energy: -9909.0249 eV
orbital gap: 0.3459 hartree
energy above the lowest of the compared OMol25 structures with the same formula, charge and spin: 74.2 kcal per mole

The geometry in XYZ format:
```
18
Properties=species:S:1:pos:R:3:forces:R:3:mulliken_charge:R:1
C 0.5000 -1.0928 1.1686 0.157 -0.242 2.395 -0.94
N -0.7603 -0.3805 0.7468 0.243 -0.350 1.412 -0.13
C -0.7872 0.9907 1.2380 1.058 -0.531 1.577 -1.07
C -0.9909 -0.3721 -0.6873 -0.711 1.417 0.043 -0.33
C -1.2985 -1.6708 -1.3141 0.064 -3.101 -2.700 -0.05
O -1.2046 -2.0339 -2.5142 -0.065 1.783 3.614 -0.52
H 0.9727 -1.1854 0.2715 1.984 -0.903 -2.445 0.42
H 0.5009 -2.1443 1.6880 -1.027 1.868 -1.059 0.25
H 1.2878 -0.5420 1.8102 -1.820 -0.079 -0.846 0.31
H -0.7805 0.9174 2.3650 0.762 0.518 -1.187 0.37
H -0.1187 1.7436 0.7423 0.591 -0.942 0.705 0.29
H -1.6845 1.4680 1.0587 -2.566 0.450 -0.602 0.43
H -2.0018 0.1463 -0.8576 1.317 -0.232 0.233 0.34
H -0.1920 0.2217 -1.1433 -0.138 -0.144 -0.758 0.30
H -1.7174 -2.4194 -0.5785 0.198 0.515 -0.396 0.31
H 2.7934 1.9976 -2.0476 -0.246 -0.672 -1.213 0.30
H 2.9752 2.5773 -0.7809 -1.002 -1.426 0.372 0.32
O 2.5064 1.7788 -1.1658 1.203 2.072 0.857 -0.61
```
Forces are in eV/Å.

This record from OMol25 describes the molecule C5H6N2O. The level of theory is the ωB97M-V functional and the def2-TZVPD basis.

SMILES string: N#C[C@@H]1OC[C@@H]2N[C@H]21
electronic energy: -10303.5537 eV
orbital gap: 0.3697 hartree
energy above the lowest of the compared OMol25 structures with the same formula, charge and spin: 139.5 kcal per mole

The geometry in XYZ format:
```
14
Properties=species:S:1:pos:R:3:forces:R:3:mulliken_charge:R:1
C 0.7193 1.8762 1.0239 0.491 0.029 1.186 -0.09
C 0.1756 0.4646 1.0202 -0.240 2.437 -1.208 0.35
C 0.8182 -0.8300 -0.9455 2.586 -2.134 1.451 -0.56
C -0.5148 -0.9938 -0.4597 -2.565 -2.672 0.519 0.37
C -0.9469 0.5273 -0.1398 0.931 -0.092 0.977 -0.37
H 0.1532 0.1986 2.1134 -0.812 -0.266 -1.231 0.28
H 1.0130 -0.3977 -1.8862 0.138 1.854 -0.670 0.31
H 1.5422 -1.7245 -0.9269 -1.533 0.717 -0.120 0.22
H -0.3837 -1.7524 0.3683 -0.769 1.055 -0.322 0.25
H -2.5789 -0.7995 -0.2723 -2.402 -1.568 1.542 0.25
H -0.7255 1.3842 -0.8518 -0.107 -1.331 0.952 0.28
N 1.3085 2.8432 1.2490 -0.590 -0.360 -0.487 -0.46
N -1.7739 -0.5093 -0.6842 1.972 2.120 -2.192 -0.43
O 1.1937 -0.2870 0.3916 2.901 0.212 -0.397 -0.40
```
Forces are in eV/Å.

This record from OMol25 describes C4H17BeNO3P as an isolated structure. The level of theory is the ωB97M-V functional and the def2-TZVPD basis.

electronic energy: -21742.1869 eV
orbital gap (spin up / spin down): 0.0962 / 0.1094 hartree
net charge: -1
energy above the lowest of the compared OMol25 structures with the same formula, charge and spin: 26.2 kcal per mole

The geometry in XYZ format:
```
27
Properties=species:S:1:pos:R:3:forces:R:3:mulliken_charge:R:1
C -0.6436 2.2486 -1.1843 -0.792 2.835 1.749 -0.98
Be -0.1848 0.5813 -1.6197 -1.521 -1.679 -1.389 -2.37
N 0.9243 -0.3866 -2.4255 0.695 -0.296 -0.198 0.55
H 0.3769 1.8305 -1.6217 -0.253 1.080 -0.266 -0.04
H 1.8813 -0.1106 -2.2914 0.752 -0.162 0.175 0.15
H -1.1397 0.5043 -2.5774 -1.053 -0.381 0.050 -0.52
H -1.2245 2.9143 -1.8327 0.783 -0.348 -0.498 0.32
H -0.0597 2.8562 -0.5016 -0.229 0.571 0.274 0.42
H -1.4339 1.8152 -0.4854 1.129 -0.047 -0.908 -0.21
H 0.7172 -1.2533 -1.9316 0.421 -0.455 -0.107 0.45
H 0.7953 -0.5608 -3.4235 -0.243 0.417 0.379 0.09
C -1.4002 0.4899 2.7485 0.343 -0.350 -0.640 -1.78
O -0.8052 -0.5072 1.8729 -0.305 -0.543 0.531 -0.30
P -0.1823 -0.2535 0.4181 -0.509 2.314 -1.076 2.39
O 1.3733 -0.5232 0.5185 1.541 -0.509 0.584 0.53
C 2.3130 0.3951 1.1090 -0.125 0.038 -0.128 -1.70
O -0.6463 -1.5608 -0.3810 -0.421 -0.869 0.883 0.07
C -0.8830 -2.8395 0.1741 -0.559 -0.593 -0.502 -0.90
H -2.4080 0.7606 2.3651 0.647 -0.065 0.341 0.32
H -0.7385 1.3850 2.8191 -0.538 -0.575 -0.008 0.46
H -1.4442 -0.0878 3.6761 -0.252 0.567 0.179 0.40
H 2.3637 1.3776 0.6049 -0.280 -0.595 0.010 0.13
H 2.0571 0.5559 2.1555 0.016 0.015 0.158 0.17
H 3.2770 -0.0990 1.0180 0.174 0.008 0.056 0.49
H 0.0218 -3.4165 0.0850 0.411 -0.408 0.276 0.26
H -1.2731 -2.8356 1.1946 0.216 0.261 -0.047 0.32
H -1.6340 -3.2800 -0.4836 -0.048 -0.230 0.123 0.26
```
Forces are in eV/Å.